Record 1
Molecular formula: C36H29N4O3PV
Method: DFT, ωB97M-V/def2-TZVPD

Net charge: +1
HOMO (spin up / spin down): -0.3814 / -0.3915 Ha
Relative energy (zero: lowest compared OMol25 entry of this formula, charge and spin): 155.01 kJ/mol
2S+1: 3

Geometry (Å):
V -1.215 -0.883 0.324
C -2.060 4.280 -2.230
C -1.818 4.108 -0.855
C -1.994 2.853 -0.248
C -2.270 1.712 -1.018
C -2.231 1.837 -2.414
C -2.132 3.107 -2.999
N -2.536 0.466 -0.452
C -3.781 0.334 0.229
C -4.773 1.322 0.219
C -6.077 0.972 0.600
C -6.365 -0.337 1.015
C -5.360 -1.275 1.227
C -4.107 -0.990 0.710
N -3.011 -1.844 0.762
N -3.203 -3.107 0.380
C -2.206 -3.511 -0.435
C -2.223 -4.897 -0.872
C -1.458 -5.194 -1.962
C -0.498 -4.270 -2.422
C -0.433 -2.992 -1.941
N -1.357 -2.537 -0.955
H -1.987 5.288 -2.671
H -1.585 4.926 -0.213
H -1.992 2.743 0.801
H -2.409 0.966 -3.027
H -2.095 3.123 -4.083
H -4.435 2.336 -0.027
H -6.866 1.719 0.630
H -7.379 -0.581 1.218
H -5.473 -2.249 1.782
H -2.862 -5.591 -0.348
H -1.454 -6.194 -2.357
H 0.120 -4.555 -3.313
H 0.231 -2.168 -2.201
O -1.083 0.158 2.092
C -0.073 -0.663 2.262
O -0.216 -1.891 1.808
C 1.249 -0.258 2.735
C 1.617 -0.248 4.075
C 2.955 -0.172 4.365
C 3.907 -0.126 3.349
C 3.518 0.082 2.043
C 2.157 -0.005 1.685
P 1.666 -0.125 -0.037
C 2.795 -1.353 -0.743
C 3.296 -2.401 0.019
C 4.224 -3.290 -0.509
C 4.448 -3.322 -1.867
C 3.804 -2.366 -2.658
C 2.966 -1.395 -2.139
C 2.259 1.613 -0.341
C 1.550 2.694 0.202
C 1.931 3.998 -0.149
C 3.067 4.193 -0.902
C 3.890 3.125 -1.312
C 3.412 1.829 -1.091
H 0.831 -0.352 4.799
H 3.293 -0.051 5.427
H 4.958 -0.242 3.621
H 4.263 0.322 1.261
H 2.860 -2.517 1.018
H 4.798 -3.911 0.247
H 5.204 -4.019 -2.231
H 4.006 -2.304 -3.736
H 2.407 -0.639 -2.743
H 0.722 2.499 0.902
H 1.348 4.834 0.216
H 3.403 5.203 -1.113
H 4.864 3.286 -1.805
H 4.008 0.941 -1.438
O -0.306 2.827 2.944
H -0.760 2.008 3.095
H 0.054 3.125 3.792


Record 2
Molecular formula: C36H29N7O2RhS2
Method: DFT, ωB97M-V/def2-TZVPD

Net charge: +1
HOMO (spin up / spin down): -0.3153 / -0.4074 Ha
2S+1: 5

Geometry (Å):
Rh -0.084 -0.051 0.110
C 3.616 2.157 -0.540
C 2.234 1.596 -0.615
N 1.894 0.501 0.108
N 2.605 0.259 1.282
C 1.926 0.124 2.414
N 2.577 -0.228 3.521
S 0.223 0.384 2.474
C 1.201 2.119 -1.418
C 1.378 3.128 -2.392
C 0.296 3.657 -3.040
C -0.993 3.191 -2.736
C -1.115 2.176 -1.819
N -0.070 1.625 -1.191
H 3.914 2.302 0.500
H 3.688 3.120 -1.036
H 4.341 1.479 -1.002
H 3.480 -0.245 1.181
H 3.573 -0.376 3.534
H 2.048 -0.428 4.352
H 2.374 3.478 -2.619
H 0.434 4.433 -3.781
H -1.872 3.604 -3.207
H -2.087 1.777 -1.566
S -2.122 -1.368 -4.031
C -0.441 -1.630 -4.385
C 0.160 -2.004 -5.581
C 1.530 -2.188 -5.586
C 2.293 -1.998 -4.427
C 1.699 -1.619 -3.240
C 0.316 -1.441 -3.220
N -0.429 -1.095 -2.118
C -1.701 -1.028 -2.381
C -2.612 -0.644 -1.327
C -3.859 -0.106 -1.557
C -4.628 0.380 -0.505
C -4.134 0.312 0.817
C -2.941 -0.273 1.096
C -2.053 -0.781 0.044
H -0.426 -2.155 -6.478
H 2.023 -2.480 -6.504
H 3.364 -2.147 -4.470
H 2.270 -1.465 -2.331
H -4.221 -0.013 -2.575
H -5.601 0.809 -0.699
H -4.733 0.710 1.626
H -2.612 -0.376 2.123
O 2.601 -2.588 0.573
C 1.460 -2.949 0.421
N 1.001 -4.216 0.238
C -0.445 -4.305 0.173
C -0.745 -2.817 0.333
O -1.928 -2.324 0.278
N 0.326 -2.098 0.441
C -1.016 -5.214 1.251
C -2.112 -4.843 2.021
C -2.629 -5.718 2.969
C -2.059 -6.966 3.153
C -0.968 -7.342 2.381
C -0.452 -6.472 1.435
C -0.954 -4.688 -1.232
C -2.306 -4.973 -1.412
C -2.783 -5.326 -2.663
C -1.914 -5.396 -3.747
C -0.573 -5.105 -3.572
C -0.091 -4.747 -2.317
H 1.611 -5.008 0.356
H -2.571 -3.872 1.893
H -3.481 -5.416 3.564
H -2.462 -7.646 3.892
H -0.518 -8.317 2.511
H 0.381 -6.804 0.825
H -2.987 -4.943 -0.570
H -3.832 -5.557 -2.790
H -2.287 -5.681 -4.723
H 0.111 -5.155 -4.409
H 0.958 -4.518 -2.192


Record 3
Molecular formula: C36H30BrCoN4O3S2
Method: DFT, ωB97M-V/def2-TZVPD

Net charge: -1
HOMO (spin up / spin down): -0.1602 / -0.1618 Ha
Relative energy (zero: lowest compared OMol25 entry of this formula, charge and spin): 48.86 kJ/mol
2S+1: 2

Geometry (Å):
Co -0.182 -0.205 -0.146
C 3.921 -0.531 -1.817
C 2.684 -0.850 -1.015
N 1.876 0.081 -0.650
N 2.156 1.359 -1.144
C 2.295 2.293 -0.265
S 2.358 2.257 1.436
S 2.552 3.938 -0.929
C 2.803 3.696 -2.721
C 1.563 3.681 -3.572
C 0.949 4.880 -3.928
C -0.202 4.893 -4.701
C -0.757 3.698 -5.140
C -0.147 2.498 -4.800
C 1.004 2.488 -4.023
C 2.450 -2.260 -0.650
C 3.515 -3.167 -0.781
C 3.410 -4.505 -0.468
C 2.182 -4.987 -0.008
C 1.116 -4.135 0.136
C 1.204 -2.750 -0.164
O 0.141 -2.045 0.038
H 3.825 0.456 -2.258
H 4.073 -1.274 -2.598
H 4.804 -0.528 -1.175
H 3.374 2.778 -2.849
H 3.433 4.538 -3.013
H 1.377 5.816 -3.582
H -0.666 5.837 -4.964
H -1.658 3.702 -5.741
H -0.580 1.561 -5.124
H 1.451 1.551 -3.716
H 4.471 -2.801 -1.129
H 4.263 -5.162 -0.577
H 2.066 -6.036 0.243
H 0.157 -4.485 0.497
Br 1.734 -3.930 5.958
C 1.084 -2.669 4.691
C 1.918 -2.242 3.669
C 1.438 -1.336 2.741
C 0.137 -0.858 2.851
C -0.691 -1.298 3.874
C -0.216 -2.212 4.805
N -0.306 0.052 1.869
C -0.912 1.118 2.186
C -1.235 2.044 1.097
C -1.869 3.255 1.290
C -2.051 4.090 0.197
C -1.593 3.683 -1.040
C -0.975 2.444 -1.154
N -0.802 1.648 -0.112
H 2.927 -2.620 3.590
H 2.060 -0.969 1.935
H -1.720 -0.963 3.919
H -0.856 -2.575 5.597
H -1.118 1.403 3.217
H -2.195 3.540 2.282
H -2.534 5.052 0.317
H -1.691 4.305 -1.919
H -0.600 2.073 -2.095
C -0.634 -1.706 -4.134
C -1.087 -1.299 -2.744
O -0.407 -0.419 -2.197
C -2.244 -1.932 -2.155
C -2.915 -2.941 -2.885
C -4.043 -3.565 -2.428
C -4.560 -3.178 -1.173
C -3.948 -2.215 -0.429
C -2.753 -1.542 -0.864
O -2.243 -0.663 -0.108
H 0.230 -1.099 -4.394
H -1.421 -1.568 -4.876
H -0.343 -2.757 -4.145
H -2.518 -3.238 -3.847
H -4.527 -4.337 -3.012
H -5.454 -3.660 -0.792
H -4.332 -1.923 0.541


Record 4
Molecular formula: C36H30F10MnN6O2S
Method: DFT, ωB97M-V/def2-TZVPD

Net charge: 0
HOMO (spin up / spin down): -0.2585 / -0.2625 Ha
Relative energy (zero: lowest compared OMol25 entry of this formula, charge and spin): 0.00 kJ/mol
2S+1: 6

Geometry (Å):
Mn 0.051 -0.334 -0.070
C 0.483 -1.884 2.846
N 0.238 -0.543 2.333
C -1.035 -0.001 2.806
C -2.210 -0.586 2.043
N -1.966 -0.408 0.623
C -3.002 -0.555 -0.243
C -4.316 -0.996 0.014
F -4.703 -1.330 1.267
C -5.275 -1.145 -0.977
F -6.503 -1.555 -0.643
C -4.985 -0.888 -2.299
F -5.917 -1.024 -3.251
C -3.696 -0.487 -2.614
F -3.367 -0.248 -3.884
C -2.762 -0.336 -1.618
F -1.506 0.035 -1.978
C 1.371 0.343 2.599
C 2.586 -0.021 1.760
N 2.162 -0.229 0.388
C 3.100 -0.327 -0.577
C 4.507 -0.251 -0.485
F 5.125 -0.110 0.711
C 5.342 -0.308 -1.588
F 6.663 -0.205 -1.408
C 4.847 -0.458 -2.868
F 5.666 -0.502 -3.927
C 3.474 -0.573 -3.017
F 2.947 -0.736 -4.231
C 2.664 -0.520 -1.908
F 1.319 -0.662 -2.101
H 0.609 -1.877 3.938
H 1.385 -2.296 2.396
H -0.346 -2.545 2.596
H -1.012 1.078 2.631
H -1.158 -0.150 3.890
H -3.113 -0.078 2.390
H -2.342 -1.641 2.333
H 1.639 0.346 3.668
H 1.056 1.356 2.339
H 3.091 -0.901 2.184
H 3.297 0.804 1.875
N -0.060 1.882 -0.249
S 0.937 2.890 -0.935
C 2.244 3.390 0.160
C 1.991 4.062 1.352
C 3.046 4.327 2.208
C 4.336 3.925 1.870
C 4.577 3.257 0.681
C 3.522 2.984 -0.184
C 0.110 4.445 -1.157
C -1.274 4.480 -1.127
C -1.921 5.684 -1.384
C -1.191 6.824 -1.675
C 0.199 6.771 -1.712
C 0.857 5.581 -1.456
H -0.484 2.260 0.597
H 0.985 4.378 1.602
H 2.867 4.849 3.139
H 5.157 4.136 2.544
H 5.578 2.935 0.426
H 3.691 2.447 -1.108
H -1.829 3.574 -0.920
H -3.002 5.724 -1.362
H -1.699 7.757 -1.876
H 0.773 7.659 -1.940
H 1.939 5.540 -1.473
O -5.769 -4.636 0.394
C -4.808 -5.530 -0.119
N -3.538 -4.830 -0.044
C -2.389 -5.487 -0.293
O -2.372 -6.676 -0.575
C -1.106 -4.704 -0.248
C 0.093 -5.398 -0.239
C 1.280 -4.691 -0.263
C 1.228 -3.306 -0.298
N 0.079 -2.628 -0.295
C -1.064 -3.320 -0.276
H -6.511 -4.581 -0.212
H -5.018 -5.806 -1.155
H -4.760 -6.442 0.478
H -3.572 -3.881 0.291
H 0.069 -6.480 -0.227
H 2.237 -5.193 -0.265
H 2.128 -2.704 -0.314
H -1.961 -2.723 -0.306


Record 5
Molecular formula: C36H31AsN6PtS2
Method: DFT, ωB97M-V/def2-TZVPD

Net charge: +2
HOMO (spin up / spin down): -0.4449 / -0.4450 Ha
Relative energy (zero: lowest compared OMol25 entry of this formula, charge and spin): 289.78 kJ/mol
2S+1: 1

Geometry (Å):
Pt 1.087 0.006 1.715
C 2.659 1.823 -3.339
C 1.538 0.900 -2.917
C 1.553 0.563 -1.392
C 2.681 1.146 -0.573
C 3.461 2.115 -1.058
C 3.481 2.419 -2.485
N 2.711 0.616 0.724
C 3.808 0.709 1.559
C 5.148 0.885 1.154
C 6.151 0.913 2.093
C 5.904 0.757 3.470
C 4.626 0.538 3.894
C 3.598 0.503 2.935
N 2.276 0.222 3.260
N 1.921 -0.021 4.434
C 0.643 -0.600 4.504
C 0.079 -0.845 5.736
C -1.085 -1.607 5.783
C -1.594 -2.129 4.608
C -0.983 -1.797 3.405
N 0.083 -1.006 3.344
H 2.790 1.964 -4.401
H 1.739 -0.063 -3.402
H 1.592 -0.520 -1.271
H 4.145 2.641 -0.411
H 4.236 3.102 -2.850
H 5.399 0.948 0.108
H 7.170 1.044 1.753
H 6.722 0.774 4.176
H 4.388 0.373 4.934
H 0.564 -0.466 6.624
H -1.562 -1.816 6.731
H -2.455 -2.780 4.608
H -1.352 -2.184 2.468
S 0.058 1.005 -0.336
C 0.197 1.361 -3.513
C 0.143 2.403 -4.438
C -1.009 2.692 -5.156
C -2.158 1.943 -4.974
C -2.171 0.973 -3.988
C -1.016 0.687 -3.263
As -1.192 -0.316 -1.656
C -3.055 -0.530 -1.327
C -3.518 -1.787 -0.966
C -4.855 -1.937 -0.624
C -5.702 -0.840 -0.621
C -5.226 0.418 -0.974
C -3.894 0.581 -1.311
C -0.422 -2.062 -1.808
C 0.396 -2.635 -0.844
C 0.901 -3.910 -1.050
C 0.581 -4.604 -2.210
C -0.250 -4.031 -3.164
C -0.756 -2.755 -2.969
H 1.015 3.010 -4.617
H -0.996 3.503 -5.872
H -3.042 2.124 -5.569
H -3.080 0.415 -3.806
H -2.860 -2.645 -0.963
H -5.229 -2.914 -0.349
H -6.741 -0.963 -0.344
H -5.893 1.270 -0.984
H -3.523 1.563 -1.589
H 0.634 -2.103 0.075
H 1.542 -4.362 -0.305
H 0.980 -5.596 -2.371
H -0.502 -4.575 -4.065
H -1.402 -2.310 -3.717
N -3.048 2.838 1.560
C -2.591 1.818 2.296
N -2.176 2.112 3.538
S -2.538 0.235 1.709
H -3.127 3.775 1.919
H -3.407 2.642 0.643
H -2.282 3.028 3.942
H -1.914 1.353 4.141


Record 6
Molecular formula: C36H31CaNP2S
Method: DFT, ωB97M-V/def2-TZVPD

Net charge: 0
HOMO: -0.2602 Ha
Relative energy (zero: lowest compared OMol25 entry of this formula, charge and spin): 0.00 kJ/mol
2S+1: 1

Geometry (Å):
Ca -0.203 -1.228 -0.037
C -2.583 1.067 -0.952
P -3.021 -0.707 -0.733
C -4.754 -0.650 -0.194
C -5.018 -0.104 1.063
C -6.315 -0.018 1.534
C -7.365 -0.491 0.759
C -7.109 -1.042 -0.486
C -5.810 -1.120 -0.965
C -3.034 -1.421 -2.407
C -3.295 -2.785 -2.534
C -3.274 -3.393 -3.775
C -2.957 -2.651 -4.904
C -2.673 -1.302 -4.787
C -2.717 -0.683 -3.546
C -1.132 1.389 -1.151
C -0.632 2.289 -2.070
C 0.684 2.586 -1.670
C 0.914 1.850 -0.526
C 2.136 1.903 0.336
P 3.424 0.578 0.375
C 3.705 0.160 -1.374
C 4.993 0.357 -1.866
C 5.298 0.076 -3.188
C 4.321 -0.421 -4.032
C 3.032 -0.627 -3.560
C 2.732 -0.326 -2.245
C 2.495 -0.881 0.994
C 2.762 -2.172 0.540
C 2.153 -3.281 1.114
C 1.251 -3.131 2.154
C 0.973 -1.852 2.627
C 1.590 -0.745 2.057
N -0.177 1.090 -0.197
H -2.934 1.548 -0.029
H -3.183 1.500 -1.759
H -4.203 0.253 1.682
H -6.507 0.412 2.508
H -8.381 -0.430 1.127
H -7.923 -1.410 -1.096
H -5.623 -1.542 -1.945
H -3.505 -3.383 -1.654
H -3.477 -4.452 -3.857
H -2.919 -3.130 -5.872
H -2.409 -0.722 -5.661
H -2.469 0.366 -3.470
H -1.187 2.726 -2.886
H 1.380 3.263 -2.139
H 1.858 2.064 1.384
H 2.708 2.798 0.066
H 5.764 0.729 -1.202
H 6.304 0.236 -3.550
H 4.565 -0.652 -5.060
H 2.265 -1.028 -4.208
H 1.723 -0.489 -1.891
H 3.424 -2.320 -0.305
H 2.356 -4.260 0.707
H 0.755 -3.994 2.580
H 0.270 -1.704 3.438
H 1.332 0.241 2.425
S 0.335 -3.097 -1.900
C -0.103 -4.465 -0.898
C 0.597 -5.668 -0.976
C 0.297 -6.723 -0.136
C -0.712 -6.615 0.811
C -1.433 -5.432 0.891
C -1.135 -4.381 0.044
H 1.394 -5.767 -1.703
H 0.862 -7.642 -0.222
H -0.937 -7.445 1.467
H -2.236 -5.327 1.610
H -1.738 -3.474 0.098


no.,electronic energy (eV)
1,-84875.39046
2,-77001.55579
3,-179265.50394
4,-120183.58461
5,-132517.05485
6,-87179.44122